{
  "formula": "C34H32BrF10N11O6Ti",
  "method": "ωB97M-V/def2-TZVPD",
  "symbols": ["Ti", "C", "N", "C", "C", "N", "C", "C", "F", "C", "F", "C", "F", "C", "F", "C", "F", "C", "C", "N", "C", "C", "F", "C", "F", "C", "F", "C", "F", "C", "F", "H", "H", "H", "H", "H", "H", "H", "H", "H", "H", "H", "N", "N", "C", "N", "N", "N", "O", "O", "H", "H", "H", "H", "H", "C", "O", "C", "C", "C", "Br", "C", "C", "C", "O", "C", "N", "C", "C", "C", "C", "C", "C", "N", "H", "H", "H", "H", "H", "H", "H", "H", "H", "H", "H", "N", "C", "C", "O", "O", "H", "H", "H", "H", "H"],
  "positions_angstrom": [[0.12201, -0.79823, -0.69693], [-2.28650, 1.60338, -0.28059], [-2.09872, 0.23018, -0.77872], [-2.41037, 0.22139, -2.21935], [-1.95864, -1.05743, -2.87917], [-0.52128, -1.18702, -2.64171], [0.16607, -2.01955, -3.49200], [-0.35215, -3.09444, -4.23659], [-1.64215, -3.45812, -4.10423], [0.41827, -3.86586, -5.08773], [-0.14696, -4.88467, -5.74241], [1.76325, -3.60802, -5.26970], [2.49833, -4.34718, -6.10588], [2.31988, -2.55266, -4.57446], [3.60560, -2.22520, -4.74457], [1.52870, -1.79994, -3.73866], [2.12304, -0.72883, -3.13189], [-3.02590, -0.63061, -0.01148], [-2.45627, -2.01116, 0.23716], [-1.07103, -1.80067, 0.63583], [-0.47348, -2.76070, 1.41085], [0.68734, -2.40779, 2.12372], [1.07751, -1.11078, 2.05966], [1.40176, -3.25906, 2.93225], [2.49291, -2.81855, 3.57212], [0.96975, -4.56222, 3.10180], [1.63457, -5.40632, 3.89700], [-0.17512, -4.96049, 2.44200], [-0.61109, -6.21481, 2.58470], [-0.87583, -4.08697, 1.62544], [-1.95245, -4.58932, 0.99240], [-3.33781, 1.90367, -0.38300], [-1.66644, 2.29131, -0.83965], [-2.01292, 1.64145, 0.77068], [-1.86480, 1.04954, -2.67523], [-3.48479, 0.38118, -2.38138], [-2.16582, -0.97133, -3.95137], [-2.53557, -1.90970, -2.51521], [-4.00551, -0.68020, -0.50021], [-3.15540, -0.16813, 0.96694], [-2.53957, -2.66452, -0.63457], [-3.03688, -2.46961, 1.04150], [3.10792, 1.32507, 0.88784], [4.09256, 0.28447, 0.86309], [3.78567, -0.73931, -0.08503], [4.83468, -1.11559, -0.89396], [2.55446, -1.14381, -0.19300], [2.25802, -2.27228, -0.82468], [3.08578, -3.08843, -1.34501], [0.95919, -2.47403, -0.90322], [3.40486, 2.01594, 1.56731], [2.19352, 0.97370, 1.16979], [4.17791, -0.12338, 1.79110], [5.75062, -0.96653, -0.50247], [4.65866, -2.01010, -1.35357], [-1.33785, 0.00893, 3.91945], [-0.79095, 0.88915, 2.95247], [-0.88445, 2.21822, 3.18538], [-1.53268, 2.79513, 4.26291], [-1.57765, 4.18331, 4.36194], [-2.44342, 4.95632, 5.85916], [-1.01195, 4.99186, 3.40885], [-0.35537, 4.41189, 2.31590], [-0.26941, 3.03195, 2.22185], [0.43738, 2.37861, 1.24820], [0.28740, 5.31716, 1.34911], [0.84347, 6.44626, 1.69019], [1.35511, 6.97507, 0.51651], [2.07044, 8.15182, 0.29811], [2.47890, 8.42641, -0.99190], [2.17963, 7.56374, -2.05832], [1.47190, 6.39353, -1.86059], [1.07688, 6.11762, -0.55573], [0.40240, 5.04994, 0.00216], [-0.83637, 0.12123, 4.88396], [-1.17238, -0.99387, 3.53632], [-2.41126, 0.17436, 4.04506], [-1.99465, 2.18936, 5.02689], [-1.04931, 6.06855, 3.47990], [0.68697, 3.02030, 0.57307], [2.28772, 8.81945, 1.12087], [3.04262, 9.32814, -1.19181], [2.51035, 7.82276, -3.05555], [1.21727, 5.73189, -2.67937], [-0.06073, 4.34008, -0.55479], [3.35919, 1.36497, -2.14518], [2.24917, 2.18196, -2.68036], [0.97984, 2.02551, -1.83555], [0.25210, 3.00800, -1.75997], [0.81974, 0.88269, -1.29986], [4.26037, 1.65457, -2.51641], [3.22481, 0.37629, -2.38180], [3.35422, 1.40701, -1.06716], [2.03315, 1.86939, -3.70162], [2.52382, 3.23349, -2.68119]],
  "atomic_forces_ev_per_a": [[-1.51, -1.50, -0.91], [-0.01, 0.01, 0.11], [0.02, 0.02, -0.01], [0.00, -0.03, -0.10], [0.18, 0.26, -0.21], [-0.38, -0.15, 0.77], [0.18, -0.04, -0.39], [-0.07, 0.01, 0.22], [0.06, -0.01, 0.04], [-0.04, -0.08, -0.13], [0.03, 0.07, 0.05], [0.05, 0.01, -0.03], [-0.04, 0.04, 0.08], [0.07, 0.05, -0.02], [-0.06, -0.05, 0.03], [-0.15, 0.00, 0.05], [-0.18, -0.32, -0.22], [0.02, -0.21, 0.05], [0.08, 0.19, 0.08], [0.17, 0.05, -0.24], [0.25, -0.24, 0.54], [-0.25, 0.32, -0.07], [0.02, -0.14, 0.12], [0.11, 0.04, 0.03], [-0.09, -0.03, -0.03], [0.02, -0.03, 0.05], [-0.02, 0.04, -0.08], [-0.04, -0.09, 0.07], [0.01, 0.05, -0.02], [0.00, 0.08, -0.22], [0.04, -0.02, -0.01], [0.02, -0.02, -0.01], [0.09, 0.04, -0.06], [0.01, 0.00, -0.01], [-0.03, 0.04, 0.02], [0.02, 0.05, 0.05], [-0.04, -0.03, 0.01], [-0.04, 0.00, -0.02], [0.01, 0.06, -0.01], [-0.03, 0.04, -0.03], [-0.06, -0.02, 0.01], [0.00, -0.04, -0.03], [-0.09, -0.05, -0.64], [0.18, -0.06, 0.23], [-0.29, 0.22, 0.23], [0.11, 0.16, -0.58], [-0.13, -0.19, 0.36], [0.53, -0.35, 0.50], [0.32, -0.19, -0.44], [0.22, 0.60, 0.07], [0.02, 0.03, -0.09], [0.10, 0.04, 0.11], [-0.05, -0.12, -0.02], [-0.04, -0.04, 0.07], [0.05, -0.09, 0.12], [-0.02, -0.02, -0.02], [0.06, -0.02, 0.02], [-0.09, -0.01, 0.05], [0.02, 0.01, -0.01], [0.02, -0.01, -0.01], [-0.01, 0.00, -0.03], [-0.04, 0.01, -0.02], [-0.07, 0.08, 0.06], [0.15, -0.06, -0.10], [-0.22, 0.12, 0.16], [0.06, 0.09, -0.07], [0.08, 0.02, 0.06], [-0.04, -0.06, -0.06], [-0.03, -0.02, 0.00], [0.03, 0.04, 0.01], [0.00, -0.03, 0.02], [-0.05, -0.03, -0.04], [0.09, 0.01, 0.09], [-0.12, 0.10, 0.06], [0.00, 0.02, 0.00], [0.00, 0.00, -0.01], [-0.01, 0.02, 0.00], [-0.01, -0.02, -0.01], [0.01, 0.01, 0.02], [0.18, -0.08, -0.07], [0.02, 0.00, -0.01], [-0.02, 0.01, 0.00], [-0.01, 0.01, -0.01], [0.02, 0.01, 0.01], [-0.02, 0.08, 0.13], [-0.03, -0.11, 1.12], [-0.25, 0.21, -0.05], [0.24, -0.09, -0.16], [-0.09, -0.34, -0.16], [0.47, 1.43, -0.01], [0.05, 0.00, 0.15], [0.15, 0.09, 0.11], [0.04, 0.16, -0.81], [0.02, -0.02, 0.01], [0.11, -0.03, 0.03]],
  "lowdin_charge": [1.1610, -0.0528, -0.2300, -0.1786, -0.2100, -0.0695, -0.1721, -0.1237, 0.0919, -0.1369, 0.1231, -0.1402, 0.1209, -0.1463, 0.1177, -0.1269, 0.0393, -0.1635, -0.2022, -0.0922, -0.1977, -0.1673, 0.0599, -0.1395, 0.1149, -0.1429, 0.1195, -0.1389, 0.1234, -0.1251, 0.0927, 0.1075, 0.0663, 0.0753, 0.1230, 0.1305, 0.1310, 0.1010, 0.1328, 0.1178, 0.1093, 0.1264, 0.0077, -0.0477, -0.4612, 0.1351, 0.0848, -0.4264, -0.0795, -0.1401, 0.0978, 0.0516, 0.1203, 0.0910, 0.0769, -0.0489, -0.0835, -0.2199, -0.0531, -0.6766, 0.7449, -0.0741, -0.0685, -0.1773, 0.0488, -0.2577, 0.1825, -0.2229, -0.0155, -0.0974, -0.0989, -0.0274, -0.1872, 0.1532, 0.1064, 0.0806, 0.1006, 0.0995, 0.1110, 0.0706, 0.1112, 0.0984, 0.0982, 0.1027, 0.1137, 0.1795, -0.0376, -0.5674, 0.0282, -0.1286, 0.1675, 0.1032, 0.1289, 0.1438, 0.1303],
  "relative_energy_kj_mol": 152.6,
  "homo_energy_ev": [-5.69, -5.65],
  "gap_ha": [0.198, 0.197],
  "charge": 0,
  "e_tot_ev": -184781.6515,
  "spin_multiplicity": 1
}